a) Formula: C5H11N2O
Source: OMol25
Level of theory: ωB97M-V/def2-TZVPD

Kohn-Sham gap = 11.09 eV
charge = +1
LUMO level = -2.7 eV

XYZ file:
```
19
C5H11N2O | OMol25 | ωB97M-V/def2-TZVPD
C 1.629 2.159 1.238
C 0.208 1.677 1.533
C -0.263 0.694 0.499
C -0.303 -0.661 0.620
N -0.529 -1.172 -0.645
C -0.600 -0.183 -1.506
N -0.425 0.949 -0.843
H 1.812 2.196 0.165
H 1.848 3.153 1.636
H 2.403 1.504 1.618
H -0.459 2.541 1.535
H 0.154 1.140 2.477
H -0.459 -1.320 1.454
H -0.779 -2.153 -0.851
H -0.735 -0.367 -2.564
H -0.415 1.872 -1.250
H -1.784 -3.936 -1.826
H -0.443 -4.448 -1.470
O -0.859 -3.646 -1.819
```

Mulliken population analysis, charges in e, atoms 1 to 5:
1. C -1.0474
2. C -0.5240
3. C 0.3229
4. C -0.5192
5. N 0.0823


b) Formula: C5H11N2O
Source: OMol25
Level of theory: ωB97M-V/def2-TZVPD

Kohn-Sham gap = 7.27 eV
charge = +1
LUMO level = -5.7 eV

XYZ file:
```
19
C5H11N2O | OMol25 | ωB97M-V/def2-TZVPD
C -1.853 -1.442 1.070
C -1.720 -0.271 2.027
N -0.427 -0.014 2.530
O -2.702 0.392 2.394
H -0.935 -2.034 1.009
H -2.134 -1.104 0.069
H -2.665 -2.119 1.369
H -0.514 0.636 3.290
H 0.121 -0.825 2.775
C 1.430 1.316 -1.278
C 2.373 2.112 -1.783
C 0.246 -0.806 -1.507
N 1.036 0.105 -1.950
H 0.887 1.584 -0.361
H 2.945 1.808 -2.665
H 2.592 3.113 -1.422
H 0.044 -1.580 -2.220
H -0.071 -0.877 -0.462
H 1.347 0.005 -2.887
```

Mulliken population analysis, charges in e, atoms 1 to 5:
1. C -1.0245
2. C 0.6915
3. N -0.4693
4. O -0.5602
5. H 0.3658


On energetic grounds, a) is preferred over the next structure by 238.3 kJ/mol.


a) Formula: C3H6N4
Source: OMol25
Level of theory: ωB97M-V/def2-TZVPD

Kohn-Sham gap = 9.73 eV
structure (SMILES) = NC(=[NH2+])[C@H]1[C@@H]2N=[N+]21
charge = +2
LUMO level = -11.5 eV

XYZ file:
```
13
C3H6N4 | OMol25 | ωB97M-V/def2-TZVPD
N 1.027 -0.710 0.366
C -0.141 -0.268 -0.025
N -0.621 -0.559 -1.211
C -0.846 0.769 0.790
C -0.409 2.173 0.577
N -1.609 2.781 0.777
N -1.971 1.659 0.301
H 1.599 -0.403 1.108
H 1.412 -1.447 -0.137
H -1.603 -0.510 -1.461
H 0.048 -0.879 -1.848
H -1.013 0.471 1.885
H 0.522 2.453 -0.071
```

Mulliken population analysis, charges in e, atoms 1 to 5:
1. N -0.2809
2. C 0.4479
3. N -0.3280
4. C 0.0854
5. C 0.1535


b) Formula: C3H6N4
Source: OMol25
Level of theory: ωB97M-V/def2-TZVPD

Kohn-Sham gap (spin up / spin down) = 7.91 / 6.91 eV
charge = +2
LUMO level (spin up / spin down) = -13.7 / -14.0 eV

XYZ file:
```
13
C3H6N4 | OMol25 | ωB97M-V/def2-TZVPD
C 2.184 -0.831 0.253
C 0.496 0.497 -0.035
C -1.971 0.151 -0.052
N 2.590 0.421 -0.109
N 1.623 1.184 -0.240
N 0.847 -0.860 0.155
N -0.915 1.066 -0.094
H 2.844 -1.688 0.475
H -2.913 0.666 0.155
H -1.692 -0.733 0.476
H -2.214 -0.263 -1.114
H 0.291 -1.657 0.502
H -1.169 2.049 -0.373
```

Mulliken population analysis, charges in e, atoms 1 to 5:
1. C 0.0966
2. C 0.3661
3. C -0.6719
4. N -0.0155
5. N -0.0413


c) Formula: C3H6N4
Source: OMol25
Level of theory: ωB97M-V/def2-TZVPD

Kohn-Sham gap (spin up / spin down) = 7.19 / 7.18 eV
structure (SMILES) = [H]/N=[NH+]/C(C)=[NH+]\C#N
charge = +2
LUMO level (spin up / spin down) = -14.1 / -14.1 eV

XYZ file:
```
13
C3H6N4 | OMol25 | ωB97M-V/def2-TZVPD
H 2.047 -0.641 1.861
N 1.625 0.045 1.018
N 0.649 -0.649 0.732
C -0.122 -0.144 -0.189
C -1.187 -1.059 -0.670
N -0.302 1.237 -0.565
C 0.498 2.171 0.042
N 1.208 2.981 0.356
H 0.543 -1.570 1.109
H -1.697 -0.810 -1.535
H -1.920 -1.309 0.214
H -0.687 -1.973 -0.914
H -0.655 1.720 -1.457
```

Mulliken population analysis, charges in e, atoms 1 to 5:
1. H 0.4248
2. N -0.2803
3. N 0.3272
4. C 0.6343
5. C -1.1993


On energetic grounds, a) is preferred over the next structure by 66.9 kJ/mol.


a) Formula: C3H7OP
Source: OMol25
Level of theory: ωB97M-V/def2-TZVPD

Kohn-Sham gap (spin up / spin down) = 7.50 / 7.50 eV
structure (SMILES) = C=C[PH2]=CO
LUMO level (spin up / spin down) = 0.4 / 0.4 eV

XYZ file:
```
12
C3H7OP | OMol25 | ωB97M-V/def2-TZVPD
C 0.694 -1.513 1.845
C 0.329 -0.392 1.253
P -0.523 0.035 -0.433
C -0.395 0.701 -2.110
O 0.210 1.973 -2.065
H 1.266 -1.365 2.737
H 0.434 -2.618 1.698
H 0.557 0.602 1.584
H -1.324 -1.038 -0.448
H -1.249 0.891 0.224
H -0.002 0.093 -2.906
H 0.004 2.632 -1.380
```

Mulliken population analysis, charges in e, atoms 1 to 5:
1. C -0.5268
2. C -0.2661
3. P 0.1692
4. C -0.2448
5. O -0.5101


b) Formula: C3H7OP
Source: OMol25
Level of theory: ωB97M-V/def2-TZVPD

Kohn-Sham gap = 10.50 eV
structure (SMILES) = C=C[P@H](C)=O
LUMO level = 0.8 eV

XYZ file:
```
12
C3H7OP | OMol25 | ωB97M-V/def2-TZVPD
C -1.628 -1.241 0.167
C -0.462 -1.037 -0.417
P 0.921 -0.133 0.303
C 0.683 1.610 -0.163
O 2.311 -0.769 -0.203
H -2.413 -1.810 -0.310
H -1.852 -0.850 1.146
H -0.217 -1.446 -1.390
H 0.722 -0.166 1.675
H 0.819 1.671 -1.243
H -0.317 1.941 0.110
H 1.433 2.230 0.324
```

Mulliken population analysis, charges in e, atoms 1 to 5:
1. C -0.5291
2. C -0.1920
3. P 0.4871
4. C -0.8884
5. O -0.6813


On energetic grounds, b) is preferred over the next structure by 435.5 kJ/mol.


a) Formula: C23H37IrN10O7P2
Source: OMol25
Level of theory: ωB97M-V/def2-TZVPD

Kohn-Sham gap (spin up / spin down) = 8.21 / 4.25 eV
multiplicity = 6
charge = +3
LUMO level (spin up / spin down) = -8.2 / -12.2 eV

XYZ file:
```
80
C23H37IrN10O7P2 | OMol25 | ωB97M-V/def2-TZVPD
Ir -0.809 -0.871 -0.423
C 3.261 1.644 2.283
N 2.910 0.347 1.683
C 3.041 -0.833 2.557
P 2.661 0.104 0.108
O 1.604 -0.841 -0.276
O 2.490 1.528 -0.533
P 1.037 2.061 -1.169
O -0.068 1.311 -0.464
N 1.095 3.626 -0.838
C -0.164 4.387 -0.884
C 2.286 4.436 -0.565
N 1.029 1.788 -2.765
C 1.841 2.643 -3.653
C 0.686 0.509 -3.381
N 4.137 -0.496 -0.543
C 5.408 0.128 -0.237
C 4.180 -1.719 -1.317
H 3.912 1.467 3.137
H 2.359 2.152 2.625
H 3.776 2.293 1.578
H 4.074 -0.949 2.889
H 2.724 -1.734 2.032
H 2.407 -0.698 3.433
H -0.983 3.755 -1.224
H -0.060 5.223 -1.576
H -0.402 4.772 0.108
H 3.185 3.825 -0.554
H 2.180 4.932 0.399
H 2.396 5.199 -1.337
H 1.923 3.648 -3.249
H 1.346 2.705 -4.620
H 2.840 2.226 -3.799
H 0.096 -0.116 -2.705
H 1.577 -0.058 -3.664
H 0.091 0.687 -4.276
H 5.277 1.029 0.355
H 5.919 0.364 -1.176
H 6.028 -0.591 0.310
H 3.182 -2.120 -1.460
H 4.818 -2.446 -0.801
H 4.657 -1.483 -2.276
O -2.243 -6.780 -0.870
C -3.343 -6.056 -1.063
O -4.415 -6.532 -1.205
C -3.222 -4.561 -1.120
C -4.283 -3.724 -1.388
N -3.829 -2.457 -1.326
N -2.523 -2.416 -1.046
C -2.150 -3.685 -0.915
C -0.722 -3.868 -0.614
O -0.204 -4.938 -0.444
O -0.039 -2.723 -0.538
H -1.450 -6.235 -0.751
H -5.305 -3.967 -1.627
H -4.334 -1.610 -1.532
C -5.755 1.701 0.508
N -4.506 1.336 -0.172
C -4.080 1.815 -1.384
C -2.898 1.199 -1.652
N -2.605 0.340 -0.613
C -3.600 0.454 0.260
H -6.016 2.718 0.231
H -5.606 1.650 1.583
H -6.553 1.025 0.209
H -4.646 2.539 -1.942
H -2.254 1.314 -2.504
H -3.684 -0.082 1.190
N -0.667 -0.807 7.165
C -0.720 -0.823 6.020
C -0.781 -0.848 4.586
C -0.880 0.342 3.868
C -0.926 0.281 2.490
N -0.883 -0.883 1.827
C -0.781 -2.029 2.515
C -0.730 -2.054 3.895
H -0.925 1.294 4.377
H -0.997 1.177 1.886
H -0.734 -2.945 1.943
H -0.655 -2.996 4.421
```

Mulliken population analysis, charges in e, atoms 1 to 5:
1. Ir 3.5128
2. C -0.9469
3. N 0.5524
4. C -1.1046
5. P 0.0132


b) Formula: C23H37IrN10O7P2
Source: OMol25
Level of theory: ωB97M-V/def2-TZVPD

Kohn-Sham gap (spin up / spin down) = 7.91 / 5.40 eV
multiplicity = 6
charge = +3
LUMO level (spin up / spin down) = -8.0 / -11.4 eV

XYZ file:
```
80
C23H37IrN10O7P2 | OMol25 | ωB97M-V/def2-TZVPD
Ir 0.363 -0.042 -1.732
C 1.746 1.642 3.484
N 0.994 1.899 2.245
C 1.679 2.484 1.193
P -0.610 1.455 1.983
O -0.918 1.366 0.546
O -0.620 -0.029 2.721
P -0.474 -1.445 2.064
O 0.084 -1.564 0.722
N -2.053 -2.067 2.169
C -2.399 -3.263 1.415
C -3.003 -1.596 3.171
N 0.241 -2.364 3.231
C 0.145 -2.120 4.670
C 0.832 -3.655 2.849
N -1.655 2.278 2.889
C -1.498 2.399 4.346
C -2.523 3.303 2.278
H 1.941 2.576 4.009
H 2.694 1.165 3.232
H 1.188 0.980 4.139
H 2.640 2.921 1.442
H 1.087 2.969 0.423
H 2.035 1.275 0.376
H -1.624 -3.488 0.689
H -3.348 -3.082 0.903
H -2.548 -4.107 2.094
H -2.567 -1.643 4.172
H -3.890 -2.225 3.149
H -3.274 -0.559 2.968
H -0.187 -1.106 4.874
H 1.131 -2.271 5.111
H -0.540 -2.835 5.133
H 0.927 -3.721 1.768
H 0.220 -4.476 3.227
H 1.825 -3.729 3.293
H -0.899 1.581 4.744
H -2.482 2.358 4.811
H -1.023 3.344 4.612
H -2.599 3.137 1.207
H -2.127 4.302 2.462
H -3.515 3.228 2.721
O 6.119 -1.732 -0.248
C 5.618 -2.465 -1.231
O 6.224 -3.337 -1.776
C 4.240 -2.128 -1.748
C 3.716 -2.793 -2.839
N 2.493 -2.294 -3.064
N 2.162 -1.345 -2.184
C 3.222 -1.239 -1.372
C 3.169 -0.227 -0.299
O 4.016 -0.026 0.528
O 2.025 0.476 -0.351
H 5.533 -1.012 0.036
H 4.158 -3.566 -3.448
H 1.863 -2.547 -3.808
C 0.073 4.171 -5.472
N 0.653 3.306 -4.437
C 1.941 3.367 -3.963
C 2.052 2.399 -3.018
N 0.839 1.751 -2.904
C 0.023 2.329 -3.781
H 0.870 4.757 -5.919
H -0.660 4.842 -5.032
H -0.392 3.563 -6.243
H 2.653 4.082 -4.339
H 2.911 2.129 -2.429
H -1.006 2.062 -3.957
N -6.449 -1.361 -4.498
C -5.397 -1.177 -4.078
C -4.088 -0.948 -3.535
C -3.003 -1.717 -3.948
C -1.766 -1.464 -3.395
N -1.565 -0.507 -2.471
C -2.618 0.230 -2.069
C -3.885 0.043 -2.579
H -3.121 -2.495 -4.689
H -0.903 -2.041 -3.692
H -2.414 0.978 -1.313
H -4.704 0.661 -2.238
```

Mulliken population analysis, charges in e, atoms 1 to 5:
1. Ir 2.4397
2. C -0.7968
3. N 0.6142
4. C -1.3601
5. P -0.4480


On energetic grounds, b) is preferred over the next structure by 9.4 kJ/mol.